Entry 1:
A cluster of 3 separate species, C45H49F20IO8Si in total. Source: OMol25; level of theory: ωB97M-V/def2-TZVPD.

Geometry as XYZ:
```
124
Properties=species:S:1:pos:R:3:forces:R:3
C 4.20952 5.67554 1.98597 -0.73 -0.80 0.52
C 2.81316 5.61768 2.86143 0.15 0.93 0.43
C 2.28378 4.09866 3.17849 0.47 -0.41 0.54
F 1.04772 4.11243 4.04474 2.53 0.21 -2.13
C 2.05239 3.15713 1.85395 -1.93 0.17 -2.74
C 1.05947 3.46074 0.74557 2.88 -0.97 3.18
C 0.16835 4.82781 0.85936 -0.13 0.08 -0.58
C -1.33951 4.74459 0.22679 -0.05 1.75 -0.22
O -2.30592 4.17610 1.22018 0.76 -2.90 -2.28
C -2.47954 2.72977 1.01685 2.90 -3.16 4.60
C -3.33778 2.14017 -0.26273 0.51 0.22 0.61
O -1.92381 1.92497 1.96447 -3.98 5.03 -6.24
C 0.99637 2.38203 -0.53289 -3.01 -1.26 -0.72
O -0.15192 1.98129 -1.07666 6.88 2.50 2.98
C 2.50878 1.82684 -0.98812 2.25 -1.05 -1.08
C 2.84726 1.58759 -2.57982 2.34 -0.90 3.30
C 1.70159 1.83216 -3.76686 0.44 -0.32 -0.08
C 1.55960 3.42762 -4.12651 -0.92 -0.33 -0.58
C 0.32744 4.19945 -3.36233 0.44 -0.18 0.48
F 2.86018 4.08955 -3.85684 -2.75 -1.18 -0.61
C 4.40016 1.07362 -2.90817 -1.25 0.65 2.24
C 4.73516 0.87486 -4.52650 0.08 0.47 -0.03
C 4.30687 -0.63181 -5.03228 0.10 -0.02 1.35
O 3.54249 -0.48254 -6.28359 -2.21 -2.18 1.03
C 2.47127 -1.48633 -6.38645 1.44 -5.54 -4.46
C 1.00995 -1.43278 -5.64277 0.14 0.31 -0.56
O 2.69260 -2.53983 -7.21295 -1.33 7.00 5.33
C 5.52084 0.78403 -1.70211 -3.80 1.51 0.57
I 7.46351 0.02928 -2.44849 -1.76 0.73 0.80
C 5.18862 1.03682 -0.08137 -2.88 1.49 -3.45
C 6.28854 0.80010 1.10220 0.09 -0.77 1.88
F 6.09407 1.68830 2.31237 0.21 -1.73 -3.63
F 7.70434 1.03885 0.74394 -4.11 -0.60 0.54
C 6.00465 -0.73974 1.69113 1.39 0.86 0.44
C 6.97653 -1.88180 1.03341 0.04 -0.10 -0.11
Si 6.21621 -3.60521 1.59258 -0.63 0.81 -0.31
C 7.49697 -5.04336 1.55200 0.12 -1.09 -0.13
C 5.42290 -3.29561 3.33759 -0.15 0.00 -0.21
C 4.69759 -3.91043 0.38562 -4.44 -1.29 -3.78
C 4.00148 -5.41920 0.19418 -1.54 3.68 -2.08
C 2.68091 -5.61885 -0.80471 1.41 2.69 0.54
C 1.98538 -4.37592 -1.65703 4.12 1.01 2.82
C 2.70051 -2.90503 -1.50970 1.29 -3.17 2.09
C 4.00191 -2.70764 -0.52175 -1.40 -2.99 -0.29
C 3.63151 1.53821 0.21889 0.53 -0.20 -2.16
C 3.02683 1.79903 1.75654 0.31 -2.55 3.03
O 3.23731 0.99175 2.79770 -1.12 5.15 -6.60
H 5.02900 5.04259 2.57463 -1.64 1.44 -1.48
H 3.99228 5.18156 0.92757 0.75 1.21 2.17
H 4.52937 6.80807 1.91150 -0.58 -2.47 -0.01
H 2.01879 6.30988 2.33087 1.43 -1.69 1.06
H 3.05918 6.15453 3.89575 -0.73 -1.38 -2.06
H 3.11864 3.59087 3.86348 -1.99 0.90 -1.63
H 0.77209 5.67149 0.26925 -1.34 -1.84 1.04
H 0.04653 5.24344 1.96663 0.40 -1.41 -2.32
H -1.69959 5.87364 0.07910 0.77 -2.50 0.42
H -1.41575 4.24844 -0.82998 0.29 0.61 2.20
H -3.21768 2.84526 -1.20672 -0.38 -1.48 2.14
H -2.89440 1.07526 -0.49610 -0.91 2.27 0.54
H -4.47712 2.03319 0.06500 2.53 0.38 -0.72
H 1.98723 1.27944 -4.78591 -0.17 1.14 2.50
H 0.64518 1.35916 -3.47330 2.46 1.27 -0.24
H 1.32297 3.48239 -5.29296 0.93 0.08 2.49
H 0.75091 4.52665 -2.29984 -1.07 -0.41 -2.32
H -0.61920 3.49911 -3.16516 2.34 1.30 -0.58
H -0.04437 5.10494 -4.01229 0.98 -1.64 1.48
H 5.86477 1.15572 -4.79291 -2.49 -0.88 0.89
H 4.09314 1.63297 -5.18952 1.27 -1.62 1.83
H 3.58597 -1.09241 -4.21589 1.62 0.81 -1.52
H 5.23609 -1.35145 -5.19672 -2.03 1.58 0.29
H 0.30484 -2.22125 -6.17028 1.85 1.59 1.03
H 0.51074 -0.37080 -5.80596 1.21 -2.16 0.65
H 1.11208 -1.73401 -4.51354 -0.15 0.87 -2.15
H 4.85360 -0.94124 1.57555 2.38 0.43 0.22
H 6.28614 -0.68865 2.84899 -0.82 0.04 -2.59
H 6.98398 -1.92413 -0.13581 0.00 0.46 2.13
H 8.09252 -1.78940 1.42131 -2.36 0.06 -0.84
H 8.33904 -4.79810 2.32772 -1.39 -0.57 -1.62
H 7.91822 -5.25750 0.45581 -0.77 0.58 2.54
H 6.94979 -6.02613 1.91302 1.18 1.86 -0.69
H 4.45667 -2.62329 3.14553 2.07 -1.61 0.73
H 6.21808 -2.70193 3.96375 -1.72 -1.32 -0.80
H 5.15639 -4.35636 3.76853 0.37 2.32 -0.42
H 4.48689 -6.31200 0.79355 -1.34 1.86 -1.50
H 2.24171 -6.72131 -0.87156 0.96 2.74 0.06
H 1.03670 -4.48754 -2.34194 2.19 0.01 1.61
H 2.26178 -1.96748 -2.09540 1.10 -2.20 1.47
H 4.47018 -1.63477 -0.45698 -1.08 -2.29 -0.24
F -4.61879 -2.28403 2.72551 0.38 -0.16 0.04
C -3.34372 -1.95017 3.03081 0.46 -0.74 -0.63
F -2.65117 -3.11943 3.09430 0.05 0.23 0.24
C -3.24554 -1.19622 4.35146 -0.08 0.21 0.95
F -3.66329 -1.96495 5.39284 0.00 -0.02 -0.42
F -1.92298 -0.93160 4.59438 -0.38 -0.08 -0.53
C -3.98981 0.14715 4.38443 0.38 1.05 0.35
O -5.28670 0.12890 4.98557 -1.10 -1.26 -1.31
C -6.35724 -0.24334 4.11887 1.62 1.78 0.17
F -5.90074 -0.31416 2.84566 -0.95 -0.01 0.36
F -7.23085 0.79985 4.14422 -0.08 -0.76 0.14
C -7.06706 -1.52470 4.57214 0.00 -0.80 0.48
F -6.21700 -2.58148 4.60487 -0.28 0.55 0.09
F -8.06694 -1.86071 3.71505 0.06 0.38 -0.16
H -2.92898 -1.36492 2.20555 0.01 0.18 0.15
H -3.40280 0.81072 5.03196 -0.12 -0.34 -0.02
H -3.99366 0.65091 3.41074 0.03 -0.36 0.13
H -7.49487 -1.40445 5.57097 0.07 0.22 -0.09
F -10.05565 -0.89713 0.06868 0.40 0.29 0.15
C -8.78487 -0.72723 0.50078 -0.38 0.81 0.64
F -8.58888 0.61664 0.58105 0.31 -0.17 -0.14
C -7.76673 -1.36261 -0.43831 0.29 -0.16 -0.89
F -7.79721 -0.78196 -1.66787 -0.17 -0.01 0.38
F -6.51407 -1.11213 0.05798 -0.44 -0.07 0.28
C -7.89578 -2.88525 -0.59508 0.78 -0.85 -0.06
O -8.60363 -3.33699 -1.75202 -1.75 0.75 0.48
C -10.02185 -3.40726 -1.61245 1.64 -1.04 0.98
F -10.35673 -3.19910 -0.31669 -0.45 -0.34 -0.79
F -10.35434 -4.69942 -1.88050 -0.16 0.70 -0.28
C -10.75840 -2.47165 -2.57853 -0.41 0.70 -0.53
F -10.41826 -1.17438 -2.37394 0.09 -0.55 -0.11
F -12.10427 -2.54912 -2.40563 0.38 -0.35 0.20
H -8.70281 -1.13408 1.51237 0.13 -0.12 -0.10
H -6.87761 -3.26958 -0.73592 -0.20 0.27 -0.14
H -8.24710 -3.37501 0.32065 -0.10 0.35 -0.17
H -10.52933 -2.72087 -3.61802 0.11 -0.19 0.14
```
Forces are in eV/Å.

total charge = 0
SMILES string = CC[C@@H](F)C1=C(CCOC(C)=O)C(=O)c2c(C[C@@H](C)F)c(CCOC(C)=O)c(I)c(C(F)(F)CC[Si](C)(C)c3ccccc3)c2C1=O.FC(F)C(F)(F)COC(F)(F)C(F)F.FC(F)C(F)(F)COC(F)(F)C(F)F
lowest unoccupied orbital energy = -2.07 eV
frontier orbital gap = 6.528 eV

---

Entry 2:
A structure of composition C45H49GeI2N6O6Ti. Source: OMol25; level of theory: ωB97M-V/def2-TZVPD.

Geometry as XYZ:
```
110
Properties=species:S:1:pos:R:3:forces:R:3
Ti 0.86027 0.77861 -0.96656 -1.65 -0.40 -0.76
I -1.17219 2.44974 -8.20664 0.16 -0.06 0.29
C -0.25862 2.05130 -6.34973 -0.18 0.08 -0.33
C 0.79992 1.16309 -6.27868 -0.02 0.05 -0.06
C 1.36244 0.90745 -5.04429 0.29 -0.26 0.57
I 2.98451 -0.41199 -4.88202 -0.11 0.04 -0.20
C 0.90314 1.48918 -3.84433 -0.07 0.09 -0.84
O 1.45316 1.18289 -2.69062 0.76 0.77 -1.24
C -0.16583 2.40467 -3.97072 0.22 -0.12 0.27
C -0.67267 3.09742 -2.73413 0.21 -0.11 -0.24
N -0.77786 2.17972 -1.60128 -0.42 0.55 0.34
C -1.93311 1.28580 -1.71237 -0.13 -0.19 -0.12
C -1.55031 0.09177 -2.54801 -0.15 -0.06 0.12
C -2.30585 -0.41039 -3.59557 -0.10 -0.04 0.00
C -1.86628 -1.54789 -4.25010 0.04 0.06 0.18
C -0.67677 -2.13458 -3.83813 -0.02 -0.01 -0.13
C 0.02863 -1.55504 -2.80320 -0.05 -0.07 0.08
N -0.40436 -0.47077 -2.16084 -0.84 -0.34 -0.93
C -0.72960 2.67066 -5.20656 -0.07 0.02 -0.04
H 1.18343 0.68336 -7.16766 0.01 -0.02 0.01
H -1.64454 3.55738 -2.95104 0.06 0.04 0.04
H 0.01442 3.90033 -2.45118 -0.05 -0.02 0.04
H -0.83473 2.75530 -0.74762 -0.12 -0.15 0.01
H -2.81539 1.78871 -2.12173 0.02 0.02 0.02
H -2.17196 0.90913 -0.71488 -0.09 0.05 0.07
H -3.21397 0.09640 -3.89294 -0.03 -0.02 0.02
H -2.44053 -1.97458 -5.06126 0.02 0.03 -0.04
H -0.29127 -3.01481 -4.33252 0.03 -0.01 0.03
H 0.96949 -1.96781 -2.46053 -0.01 0.01 0.01
H -1.55507 3.36874 -5.27237 -0.02 0.00 0.03
N 3.97112 -0.47143 -1.34881 0.55 0.22 -0.18
C 5.42915 -0.54115 -1.56032 -0.06 -0.14 0.28
C 6.15001 0.73235 -1.11124 -0.37 0.11 -0.37
C 6.11874 1.83697 -2.16851 0.17 0.03 0.15
N 4.76919 2.28323 -2.47968 -0.22 0.01 0.18
H 3.77044 -0.42891 -0.35863 -0.06 -0.14 0.03
H 3.53262 -1.30881 -1.71025 -0.10 0.00 0.08
H 5.61245 -0.68845 -2.62903 -0.01 -0.09 0.01
H 5.85995 -1.39456 -1.01984 0.08 -0.02 -0.16
H 7.19811 0.50271 -0.90997 -0.03 -0.03 0.08
H 5.69158 1.08188 -0.18062 0.07 0.08 0.04
H 6.64368 1.46115 -3.05950 0.08 -0.01 0.05
H 6.68164 2.69714 -1.79134 0.08 -0.06 -0.08
H 4.14600 1.48498 -2.56941 -0.08 0.07 -0.07
H 4.75897 2.81187 -3.34326 -0.06 -0.09 0.00
O -0.60447 -1.71107 0.12549 0.15 -0.20 0.21
C 0.48861 -1.41829 0.58207 -0.55 -0.93 0.61
O 1.41609 -0.78531 -0.08914 0.69 -1.12 0.68
C 0.85089 -1.81077 2.00500 -0.09 0.15 -0.15
C -0.08095 -2.84882 2.61715 -0.26 0.24 -0.44
Ge -2.08975 -2.66534 2.46152 -0.02 -0.16 0.37
C -2.53027 -2.30095 4.37689 0.03 -0.14 -0.32
C -3.32821 -3.05219 5.23471 0.01 0.00 -0.04
C -3.54110 -2.65577 6.54905 -0.04 -0.03 0.04
C -2.96639 -1.49166 7.03349 -0.02 -0.03 -0.02
C -2.16249 -0.73061 6.19654 0.02 0.07 0.06
C -1.94766 -1.13883 4.88993 0.05 -0.07 -0.10
C -2.69628 -4.40997 1.73948 0.09 0.28 0.18
C -3.73088 -5.16079 2.29171 0.00 0.04 0.04
C -4.12483 -6.36601 1.72677 -0.03 -0.02 -0.01
C -3.50712 -6.82959 0.57518 -0.02 0.02 0.03
C -2.50035 -6.07535 -0.01051 0.01 -0.06 -0.06
C -2.09692 -4.88269 0.57119 0.10 0.10 0.06
C -3.27255 -1.36608 1.52246 0.44 -0.15 0.10
C -3.89111 -1.76672 0.33983 0.09 -0.01 -0.01
C -4.87930 -0.98977 -0.24634 -0.01 0.03 -0.07
C -5.25189 0.21757 0.32985 0.04 -0.01 -0.03
C -4.61725 0.64612 1.48626 0.01 0.07 0.00
C -3.64384 -0.14663 2.08205 0.06 -0.03 0.02
H 0.83083 -0.88835 2.59521 0.10 0.06 -0.09
H 1.88545 -2.16336 1.97894 0.03 0.04 0.14
H 0.11458 -2.92918 3.68715 -0.07 -0.01 0.00
H 0.14737 -3.82105 2.17474 -0.14 -0.05 0.01
H -3.78955 -3.96745 4.89134 0.00 -0.01 0.04
H -4.16164 -3.26352 7.19598 0.00 0.01 0.01
H -3.14123 -1.18368 8.05619 0.01 0.01 0.00
H -1.70373 0.17840 6.56605 0.01 0.00 -0.01
H -1.30492 -0.54521 4.24352 0.02 0.06 0.08
H -4.24837 -4.80444 3.17156 -0.03 -0.03 -0.01
H -4.91937 -6.94065 2.18625 -0.01 0.00 -0.01
H -3.81292 -7.77119 0.13747 0.00 0.01 -0.03
H -2.03038 -6.41970 -0.92363 0.03 0.00 0.01
H -1.31270 -4.29261 0.10794 0.03 -0.04 -0.04
H -3.60640 -2.70626 -0.11773 -0.06 0.00 -0.03
H -5.36949 -1.33401 -1.14926 0.01 0.00 -0.01
H -6.03960 0.81371 -0.11430 0.03 0.02 -0.01
H -4.89142 1.59415 1.93305 -0.01 -0.02 0.03
H -3.18820 0.17802 3.00956 -0.05 0.05 -0.01
N 3.83991 6.29451 1.86495 -0.05 -0.13 -0.10
C 4.23801 5.01199 2.09860 0.18 0.50 0.25
O 5.08985 4.73454 2.91807 -0.06 -0.16 -0.07
C 3.56276 3.97532 1.26700 -0.32 -0.60 -0.49
C 3.46970 2.66995 1.74803 0.16 0.36 0.23
C 2.79820 1.71834 1.02104 -0.09 -0.11 -0.13
N 2.22999 1.96773 -0.17702 2.05 2.22 1.27
C 2.40200 3.20039 -0.67463 -0.10 -0.20 -0.01
C 3.02539 4.22108 0.00991 0.28 0.17 0.27
H 4.21189 7.01410 2.46026 0.02 -0.02 0.03
H 2.99432 6.48230 1.35720 -0.01 0.04 0.03
H 3.89513 2.43335 2.71357 0.03 -0.06 -0.03
H 2.67390 0.71402 1.40612 -0.08 0.01 -0.04
H 1.98767 3.37718 -1.65498 0.02 -0.04 -0.06
H 3.10887 5.19110 -0.45983 0.00 -0.01 -0.04
C -0.23730 2.20733 2.96967 0.09 -0.03 -0.07
C -0.22273 2.27235 1.45659 -0.27 0.32 0.05
O -0.38426 3.37687 0.91358 0.09 -0.33 -0.07
O -0.07346 1.16058 0.82640 -0.32 0.16 0.48
H -1.26339 2.04434 3.30385 -0.01 -0.06 0.00
H 0.10120 3.15923 3.37197 -0.01 0.00 0.03
H 0.38988 1.39655 3.33695 -0.04 -0.04 0.02
```
Forces are in eV/Å.

2S+1 = 2
total charge = 0
expectation value of S² = 0.76
lowest unoccupied orbital energy (spin up / spin down) = -0.22 / -0.40 eV
frontier orbital gap (spin up / spin down) = 6.861 / 7.787 eV

---

no.,energy (eV)
1,-134137.615
2,-164524.621